23
Properties=species:S:1:pos:R:3:forces:R:3 method="wB97M-V/def2-TZVPD" e_homo_ev=-8.86 smiles="C=CCCNC.O.O" spin_multiplicity=1 relative_energy_kcal_mol=58.07 lumo_ha=0.0231 gap_ev=9.49
O 1.392 3.467 0.147 0.940 -0.127 0.773
O 3.041 1.353 -1.817 -1.077 -0.569 0.464
N 1.040 -0.442 0.331 -0.663 0.751 -0.214
C 0.077 -0.592 -0.752 1.163 -0.118 -2.098
C 0.631 0.488 1.347 -1.401 0.986 3.196
C -3.148 -2.082 0.400 -0.028 1.602 0.436
C -1.946 -1.490 0.448 -1.689 -0.882 -1.009
C -0.924 -1.730 -0.632 0.723 -0.440 2.425
H -1.796 -0.815 1.279 0.590 -0.095 -0.030
H 0.635 -0.826 -1.691 -0.017 0.071 0.469
H -3.849 -1.748 1.173 -0.039 -0.632 -0.273
H 1.065 1.471 1.489 1.298 -0.025 -1.001
H -0.417 0.868 1.459 0.005 -1.008 -1.205
H -0.372 -2.624 -0.207 -0.067 0.756 -0.826
H 0.703 3.695 -0.465 -0.202 0.507 -0.438
H -0.327 0.408 -1.001 -0.307 -0.540 0.508
H 2.004 4.215 0.267 -0.676 -0.360 -0.383
H -1.360 -2.062 -1.566 -0.197 0.215 -0.201
H -3.540 -2.606 -0.469 0.246 -0.256 0.274
H 1.302 -1.327 0.736 -0.078 -0.017 -0.065
H 2.370 0.651 -1.901 0.561 -0.059 -0.590
H 2.716 1.640 -0.952 0.482 0.655 0.201
H 0.701 0.088 2.377 0.435 -0.417 -0.415